Entry 1:
Here is C15H29Cl3I2N2O6PSn as an isolated structure from the OMol25 dataset. Energies are from wB97M-V/def2-TZVPD.

The value obtained for the relative energy (zero: lowest compared OMol25 entry of this formula, charge and spin) is 8.6 kcal per mole. Its total energy is -100175.8606 eV. The value obtained for the gap between HOMO and LUMO is 0.3197 Eh.

```
! RIJCOSX wB97M-V def2-TZVPD def2/J DEFGRID3
* xyz 1 1
Sn -0.1935 -0.3065 -0.5629
C 0.2375 3.3851 0.1013
O 0.9599 2.1614 0.0874
C 2.1958 2.2135 -0.6281
C 2.0065 2.3953 -2.1321
O 0.9597 1.5531 -2.5881
C 1.0304 1.3034 -4.0011
C 1.5797 -0.0613 -4.3192
O 0.6693 -1.0269 -3.8490
C 0.9411 -2.3079 -4.4046
H -0.6716 3.1997 0.6654
H 0.8295 4.1721 0.5794
H -0.0318 3.7015 -0.9087
H 2.6715 1.2512 -0.4315
H 2.8407 3.0114 -0.2440
H 2.9500 2.1541 -2.6339
H 1.7491 3.4330 -2.3690
H 1.6283 2.0776 -4.4900
H 0.0085 1.3643 -4.3748
H 2.5586 -0.2078 -3.8426
H 1.7089 -0.1530 -5.4046
H 0.8575 -2.2761 -5.4956
H 0.2135 -3.0048 -4.0007
H 1.9448 -2.6447 -4.1341
I -3.4485 0.7572 -0.3792
C -3.9426 0.1448 -2.3516
I -2.2785 -0.7826 -3.2878
H -4.2030 1.0215 -2.9296
H -4.7569 -0.5663 -2.3110
Cl 0.7268 -5.1503 0.0973
C 1.9245 -3.9365 -0.3670
Cl 2.7124 -4.4026 -1.8850
Cl 3.1378 -3.7901 0.9101
C 1.2146 -2.5735 -0.6178
O 0.0908 -2.5921 -1.1491
O 1.7969 -1.5273 -0.2497
C -2.0756 0.4024 4.3494
P -1.1541 1.4526 3.2250
C 0.5827 1.2802 3.6673
C -1.5983 3.1413 3.6436
O -1.4134 1.1211 1.7850
H -1.7716 0.5632 5.3842
H -1.8994 -0.6379 4.0709
H -3.1404 0.6149 4.2494
H 0.8420 1.8966 4.5278
H 1.1715 1.5938 2.8032
H 0.8090 0.2389 3.8965
H -1.5364 3.3146 4.7180
H -2.6178 3.3287 3.3052
H -0.9248 3.8291 3.1314
N -0.3324 -3.0949 3.0240
C -1.6543 -3.2214 2.6667
C -1.8437 -2.3435 1.6470
N -0.6593 -1.6920 1.3805
C 0.2323 -2.1749 2.2186
H 0.1537 -3.6475 3.7110
H -2.3199 -3.9145 3.1483
H -2.7437 -2.1339 1.0958
H 1.2761 -1.9069 2.2530
*
```

These are the Löwdin partial charges, in e, on atoms 1 to 4: 1.35, -0.08, -0.33, -0.18

---

Entry 2:
Here is a 5-piece molecular cluster, CH2Cl2 overall at a distorted geometry from the OMol25 dataset. Energies are from wB97M-V/def2-TZVPD.

The value obtained for the relative energy (zero: lowest compared OMol25 entry of this formula, charge and spin) is 286.1 kcal per mole. Its total energy is -26101.8303 eV. The value obtained for the gap between HOMO and LUMO is 0.1885 Eh.

```
! RIJCOSX wB97M-V def2-TZVPD def2/J DEFGRID3
* xyz 0 1
C 1.5154 -1.0094 -0.1440
Cl 0.6201 1.2355 0.0301
Cl -0.6603 -1.0282 -1.1863
H -0.1369 -1.1850 0.6536
H -1.3383 1.9870 0.6466
*
```

These are the Löwdin partial charges, in e, on atoms 1 to 4: -0.16, -0.04, -0.09, 0.05

---

Entry 3:
Here is C27H27N3O4S as an isolated structure at a distorted geometry from the OMol25 dataset. Energies are from wB97M-V/def2-TZVPD.

The value obtained for the relative energy (zero: lowest compared OMol25 entry of this formula, charge and spin) is 40.7 kcal per mole. Its total energy is -51932.8427 eV. The value obtained for the gap between HOMO and LUMO is 0.3009 Eh.

```
! RIJCOSX wB97M-V def2-TZVPD def2/J DEFGRID3
* xyz 0 1
C 4.6312 -1.1011 -2.9778
C 3.4045 -0.2612 -2.9713
C 2.8366 0.1429 -1.7708
C 1.7089 0.9371 -1.7597
C 1.1377 1.3286 -2.9474
S -0.3155 2.3827 -2.9589
N -1.4954 1.2141 -2.9567
C -2.6603 1.6976 -2.9925
C -3.8728 0.8980 -2.9935
C -5.1252 1.5039 -2.9966
C -6.2696 0.7405 -2.9995
C -6.1774 -0.6371 -2.9990
C -4.9421 -1.2526 -2.9953
C -3.7971 -0.4890 -2.9922
O -0.3689 3.1296 -1.6562
O -0.3089 3.1140 -4.2724
C 1.6806 0.9284 -4.1454
C 2.8114 0.1391 -4.1605
H 4.9547 -1.3232 -3.9947
H 5.4502 -0.5915 -2.4711
H 4.4575 -2.0494 -2.4696
H 3.2959 -0.1551 -0.8432
H 1.2876 1.2719 -0.8242
H -2.7602 2.7765 -3.0224
H -5.1863 2.5783 -2.9981
H -7.2345 1.2184 -3.0069
H -7.0720 -1.2349 -3.0075
H -4.8705 -2.3276 -3.0008
H -2.8245 -0.9477 -2.9948
H 1.2230 1.2544 -5.0663
H 3.2551 -0.1601 -5.0958
O 2.2593 0.8409 1.6241
C 2.2392 -0.0955 2.3957
C 3.1835 -0.3634 3.4908
C 2.8549 -1.5876 4.0626
C 3.6199 -2.1155 5.0854
C 4.7068 -1.3945 5.5393
C 5.0174 -0.1588 4.9893
C 4.2597 0.3667 3.9605
C 1.6483 -2.1008 3.3965
O 1.0438 -3.1195 3.6604
N 1.3348 -1.1647 2.4037
C 0.1556 -1.2332 1.5558
C -1.0817 -0.7297 2.2877
C -2.3957 -0.8151 1.4733
C -3.1776 0.4630 1.8225
C -2.1133 1.4781 2.2614
N -0.9086 0.7073 2.6349
H 3.3652 -3.0759 5.4981
H 5.3234 -1.7979 6.3271
H 5.8624 0.3958 5.3656
H 4.4839 1.3230 3.5231
H 0.3418 -0.6067 0.6797
H 0.0259 -2.2649 1.2179
H -1.1967 -1.3003 3.2235
H -2.1738 -0.8525 0.4025
H -2.9666 -1.7208 1.7066
H -3.7705 0.8344 0.9765
H -3.8847 0.2734 2.6393
H -1.8398 2.1462 1.4363
H -2.4508 2.1103 3.0927
H -0.6197 0.8324 3.6084
*
```

These are the Löwdin partial charges, in e, on atoms 1 to 4: -0.05, -0.27, -0.03, -0.06